[1]
{"formula": "C2H3FO2S", "method": "the ωB97M-V functional and the def2-TZVPD basis", "symbols": ["O", "H", "O", "S", "C", "H", "C", "H", "F"], "xyz": [[1.02961, -1.64757, -0.35678], [1.95452, 0.96818, 1.35512], [1.80998, 1.48065, -0.56058], [0.40358, -0.65130, 0.47762], [1.48530, 0.90719, 0.41819], [-1.65055, -0.37261, -1.34775], [-1.32242, -0.31560, -0.32464], [-1.99060, -1.22153, 0.04652], [-1.71942, 0.85259, 0.29231]], "forces_ev_per_angstrom": [[1.5, -1.4, -1.2], [0.8, 0.5, 1.9], [-0.1, 0.4, -0.2], [-2.8, 0.5, 0.6], [-0.8, -0.8, -2.3], [1.2, 0.8, -1.0], [-1.1, -1.6, 2.3], [1.5, 1.6, 0.1], [-0.3, -0.1, -0.2]], "nbo_charge": [-0.94, 0.13, -0.42, 1.11, 0.25, 0.20, -0.15, 0.18, -0.36], "lumo_ev": -0.649, "total_charge": 0, "e_homo_ha": -0.34217, "max_force_ev_per_a": 3.005}



[2]
{"formula": "C2H3FO2Tl", "method": "the ωB97M-V functional and the def2-TZVPD basis", "symbols": ["Tl", "H", "O", "O", "H", "C", "H", "F", "C"], "xyz": [[-0.83275, 0.50050, 5.18248], [-1.84970, -0.86104, 1.23916], [1.24177, -0.33927, 1.89934], [-1.46605, -0.42561, 3.22318], [1.04507, -0.14372, -1.51919], [0.15624, -0.44137, 1.57056], [-1.48224, 0.85065, 1.56270], [0.46826, 0.59678, -1.45687], [-1.30707, -0.18530, 1.93382]], "forces_ev_per_angstrom": [[-0.2, -0.4, -0.8], [-0.1, 0.2, 0.5], [3.4, 0.8, 2.6], [-0.9, 0.2, 2.8], [-0.6, 0.7, 0.2], [-3.4, -1.0, -4.0], [-0.1, -0.1, 0.1], [0.6, -0.6, -0.2], [1.3, 0.2, -1.2]], "lowdin_spin": [0.04, 0.01, 0.25, 0.04, 0.01, 0.51, 0.01, 0.02, 0.11], "lumo_ev": [-0.445, -0.479], "total_charge": 0, "e_homo_ha": [-0.21112, -0.33456], "max_force_ev_per_a": 5.378, "spin_multiplicity": 2}



Energy relative to the best compared isomer or geometry (same formula, charge and spin) values, unit eV, following the record order: 2.951, 0.612.